(1)
Formula: C18H22N4ReS
Source: the Open Molecules 2025 dataset
Level of theory: wB97M-V/def2-TZVPD

```
! wB97M-V def2-TZVPD RIJCOSX def2/J DEFGRID3
* xyz 2 4
Re 0.02 1.99 -0.37
N -0.65 4.24 -0.07
N 0.19 4.89 0.87
C 1.48 4.51 0.99
N 2.25 5.36 1.60
S 2.01 2.98 0.36
H -0.62 4.71 -0.98
H -1.59 4.27 0.31
H -0.19 5.75 1.25
H 1.95 6.29 1.86
H 3.18 5.07 1.87
C 0.79 0.43 -1.22
C 1.31 -0.47 -1.92
C 1.74 -1.59 -2.61
C 2.10 -1.41 -3.97
C 2.31 -2.49 -4.76
C 2.12 -3.76 -4.23
C 1.76 -3.94 -2.89
C 1.60 -2.87 -2.07
H 2.20 -0.39 -4.33
H 2.57 -2.42 -5.84
H 2.22 -4.62 -4.88
H 1.63 -4.95 -2.51
H 1.31 -2.99 -1.04
C -0.91 -3.22 1.63
N -0.52 -2.12 0.80
C -1.36 -2.00 -0.37
C 0.14 -1.04 1.46
C -0.82 0.07 1.82
C -1.56 -0.29 2.96
C -2.69 0.41 3.34
C -3.08 1.50 2.52
C -2.31 1.87 1.44
C -1.13 1.21 1.06
H -1.17 -4.05 1.02
H -1.77 -2.99 2.29
H -0.11 -3.59 2.28
H -1.38 -2.96 -0.91
H -0.92 -1.32 -1.07
H -2.39 -1.65 -0.21
H 0.95 -0.69 0.80
H 0.55 -1.45 2.38
H -1.24 -1.16 3.50
H -3.32 0.14 4.16
H -3.95 2.05 2.81
H -2.70 2.70 0.86
*
```

Properties
* frontier orbital gap (spin up / spin down): 5.16 / 4.66 eV
* LUMO (spin up / spin down): -7.9 / -8.4 eV
* energy: -37928.4846 eV
* relative energy (zero: lowest compared OMol25 entry of this formula, charge and spin): 23.7 kcal/mol

(2)
Formula: C2H4NO2
Source: the Open Molecules 2025 dataset
Level of theory: wB97M-V/def2-TZVPD

```
! wB97M-V def2-TZVPD RIJCOSX def2/J DEFGRID3
* xyz -1 1
C 0.61 0.03 -0.19
N -0.23 0.71 -0.98
C -1.26 0.90 -0.06
O 1.76 -2.54 0.15
O -1.36 1.73 0.84
H 1.28 0.56 0.50
H 0.84 -1.03 -0.35
H 2.13 -3.43 0.27
H -2.13 0.24 -0.24
*
```

Properties
* frontier orbital gap: 6.44 eV
* LUMO: 3.3 eV
* energy: -7720.5272 eV
* relative energy (zero: lowest compared OMol25 entry of this formula, charge and spin): 117.3 kcal/mol

(3)
Formula: C44H40IN4OP2RuSe3
Source: the Open Molecules 2025 dataset
Level of theory: wB97M-V/def2-TZVPD

```
! wB97M-V def2-TZVPD RIJCOSX def2/J DEFGRID3
* xyz 2 6
Ru 0.38 0.44 -0.04
I 0.39 0.32 2.87
C 2.26 0.28 3.83
C 2.06 0.41 5.17
C 3.15 0.41 6.07
C 4.40 0.27 5.56
C 4.62 0.13 4.17
C 5.97 0.00 3.75
C 6.28 -0.15 2.44
C 5.24 -0.16 1.50
C 3.91 -0.03 1.84
P 2.87 0.03 0.30
C 3.31 -1.50 -0.58
C 3.05 -1.61 -1.95
C 3.34 -2.79 -2.63
C 3.86 -3.87 -1.94
C 4.09 -3.78 -0.57
C 3.82 -2.60 0.10
C 3.64 1.42 -0.60
C 4.50 1.28 -1.69
C 5.08 2.40 -2.28
C 4.79 3.66 -1.79
C 3.94 3.81 -0.70
C 3.37 2.70 -0.11
C 3.55 0.13 3.22
H 1.06 0.53 5.57
H 2.97 0.51 7.13
H 5.26 0.26 6.22
H 6.74 0.02 4.51
H 7.30 -0.25 2.11
H 5.51 -0.27 0.46
H 2.63 -0.77 -2.50
H 3.16 -2.85 -3.69
H 4.10 -4.79 -2.47
H 4.51 -4.62 -0.03
H 4.03 -2.53 1.16
H 4.75 0.29 -2.07
H 5.75 2.27 -3.12
H 5.24 4.53 -2.26
H 3.73 4.80 -0.31
H 2.71 2.83 0.74
Se -0.22 0.07 -2.50
P -0.37 2.27 -2.42
Se -0.30 2.91 -0.32
C -1.90 2.80 -3.19
C -2.02 2.61 -4.56
C -3.17 3.00 -5.21
C -4.21 3.59 -4.49
C -4.09 3.77 -3.12
C -2.93 3.38 -2.46
C 0.96 3.01 -3.36
C 1.04 4.41 -3.35
C 1.99 5.04 -4.13
C 2.85 4.28 -4.92
C 2.77 2.90 -4.93
C 1.82 2.26 -4.14
H -1.20 2.17 -5.13
H -3.27 2.86 -6.28
H -5.11 3.90 -5.00
H -4.90 4.23 -2.57
H -2.84 3.52 -1.39
H 0.37 5.00 -2.74
H 2.06 6.12 -4.13
H 3.59 4.78 -5.54
H 3.44 2.31 -5.55
H 1.74 1.18 -4.15
C 0.34 -4.05 -1.84
N 0.58 -4.13 -0.41
C 0.53 -3.06 0.40
N 0.88 -3.23 1.70
O 0.12 -1.96 -0.03
H -0.20 -4.93 -2.17
H 1.28 -3.96 -2.39
H -0.26 -3.17 -2.04
H 0.95 -4.99 -0.04
H 1.33 -4.07 2.01
H 0.92 -2.42 2.28
C -2.60 -2.25 2.86
N -2.69 -2.53 1.43
C -2.69 -1.63 0.44
Se -2.41 0.22 0.49
N -2.91 -2.30 -0.70
C -3.05 -3.66 -0.46
C -3.28 -4.75 -1.29
C -3.35 -5.99 -0.69
C -3.20 -6.14 0.70
C -2.98 -5.05 1.53
C -2.90 -3.81 0.91
H -2.51 -1.17 2.99
H -1.73 -2.75 3.28
H -3.50 -2.60 3.35
H -2.95 -1.83 -1.59
H -3.42 -4.63 -2.36
H -3.54 -6.86 -1.29
H -3.27 -7.12 1.14
H -2.88 -5.16 2.60
*
```

Properties
* frontier orbital gap (spin up / spin down): 7.69 / 6.06 eV
* LUMO (spin up / spin down): -4.5 / -6.9 eV
* energy: -279574.5016 eV